1.
84
Properties=species:S:1:pos:R:3 method="wB97M-V/def2-TZVPD" largest_force_ev_per_a=3.46 orbital_gap_ev=6.75 charge=+4 lumo_energy_ev=-12.49
Zr -0.94 0.82 -0.19
Se -4.30 2.04 -0.20
Se -3.48 0.54 1.42
P 0.38 -1.09 1.58
N 2.37 -0.02 -3.17
N 0.34 1.09 -1.82
N 0.53 -0.24 -1.71
N 3.71 -1.90 -3.65
N -1.04 1.97 1.81
N -2.52 0.40 -1.77
N -0.75 3.06 -0.74
C -3.73 0.95 -1.70
C -1.46 4.06 -0.21
C 2.13 -5.04 -2.70
C 2.59 0.49 0.76
C 0.72 -3.17 -2.05
C 0.18 4.55 -2.38
C 2.15 -0.93 0.97
C -0.68 3.66 3.35
C -1.66 -2.62 0.71
C 1.62 -2.23 -2.58
C -0.40 5.62 -1.73
C -3.15 -0.36 -3.95
C 0.71 2.16 -2.43
C -0.15 -3.64 2.56
C -0.32 -2.78 1.33
C 3.44 -0.59 -3.71
C 0.96 -4.52 -2.08
C 1.49 0.37 3.90
C -0.03 3.30 -1.86
C -2.26 -0.29 -2.86
C -4.67 0.96 -2.73
C -2.27 1.83 2.29
C 3.06 -4.14 -3.21
C -1.96 3.52 3.90
C 0.60 -0.76 3.44
C -1.31 5.38 -0.70
C 2.79 -2.82 -3.11
C 1.49 -0.81 -2.51
C -0.22 2.93 2.34
C 3.26 -1.73 1.72
C -4.32 0.33 -3.91
C -0.80 -0.67 4.10
C -2.78 2.51 3.39
H -2.15 -3.59 0.29
H 3.13 -2.82 1.80
H -0.64 -4.67 2.46
H 4.12 0.03 -4.27
H 2.28 -6.07 -2.72
H -2.83 -0.81 -4.84
H -2.46 4.14 4.70
H -0.23 6.65 -1.98
H 1.46 2.25 -3.16
H 2.04 -1.44 -0.03
H -0.02 4.37 3.80
H 1.20 1.35 3.72
H 0.83 -3.87 2.89
H 3.51 -1.40 2.70
H 2.51 0.21 3.50
H -2.11 4.01 0.66
H -1.65 -1.90 -0.09
H 4.21 -1.55 1.15
H -1.62 -0.76 3.44
H 0.83 2.95 2.00
H 3.57 0.45 0.35
H 1.93 1.10 0.14
H 1.04 -1.65 3.97
H 4.43 -2.25 -4.23
H 1.55 0.22 4.93
H -2.37 -2.25 1.39
H -0.67 -3.12 3.33
H -0.31 -2.92 -1.81
H -0.78 0.26 4.58
H 0.26 -5.25 -1.77
H -0.88 -1.45 4.88
H 0.33 -3.09 0.52
H 0.76 4.70 -3.35
H 2.70 1.07 1.68
H 3.87 -4.56 -3.80
H -3.75 2.30 3.79
H -4.91 0.32 -4.85
H -1.60 6.23 -0.15
H -1.26 -0.81 -2.95
H -5.61 1.44 -2.56

2.
40
Properties=species:S:1:pos:R:3 method="wB97M-V/def2-TZVPD" largest_force_ev_per_a=1.21 orbital_gap_ev="7.78 / 6.46" de_lowest_kj_mol=109.18 charge=0 multiplicity=2 lumo_energy_ev="-0.58 / -0.79"
Sb -1.13 2.36 1.73
V 0.56 1.43 -0.55
Cl -5.04 -1.24 -4.65
Cl -2.10 3.17 -3.69
S 1.96 -0.97 1.24
S 3.19 3.11 -2.03
F -1.20 3.94 2.71
F -1.42 3.13 0.02
F -2.92 2.03 2.12
F -1.19 0.74 0.64
F 0.68 2.80 1.17
F -0.44 1.30 3.10
O 0.16 -1.10 -1.07
O -0.47 1.31 -2.06
O 1.47 0.44 0.91
C -0.90 -1.44 -1.59
C -3.44 0.87 -4.06
C 4.40 -0.14 2.16
C -2.85 -1.23 -3.06
C 0.64 -3.25 1.94
C 0.59 -1.74 2.10
C -1.76 -0.62 -2.44
C -2.37 1.49 -3.44
C -1.51 0.76 -2.62
C 2.03 2.35 -1.35
C 3.04 -0.63 2.63
C -3.68 -0.49 -3.86
H -1.28 -2.46 -1.42
H 3.10 -1.55 3.21
H -3.04 -2.29 -2.90
H 1.54 -3.68 2.39
H 4.98 0.20 3.01
H -4.10 1.45 -4.70
H 4.95 -0.93 1.65
H 0.62 -1.43 3.15
H 4.29 0.70 1.47
H -0.22 -3.71 2.42
H -0.29 -1.30 1.64
H 2.51 0.14 3.20
H 0.63 -3.53 0.88

3.
10
Properties=species:S:1:pos:R:3 method="wB97M-V/def2-TZVPD" largest_force_ev_per_a=6.56 orbital_gap_ev="4.49 / 4.97" charge=-1 multiplicity=3 lumo_energy_ev="3.14 / 0.75"
Hg 1.44 -1.37 3.54
F -1.65 -0.72 -1.32
O 0.39 -0.77 -0.23
O 0.83 1.57 -1.76
O 1.52 -1.85 1.27
C -0.63 0.09 -0.57
C -0.32 1.38 -1.18
C 0.69 -0.94 1.09
H -1.12 2.14 -1.21
H -1.14 0.46 0.37